Formula: C2H9N3O
Source: OMol25
Level of theory: ωB97M-V with the def2-TZVPD basis set

The geometry in ORCA input format:
```
! RIJCOSX wB97M-V def2-TZVPD def2/J DEFGRID3
* xyz 2 1
C 1.223 0.130 0.000
C -1.502 -0.311 0.576
N 2.234 -0.704 0.006
N 1.147 1.446 -0.037
N -2.387 -1.167 -0.220
O 2.190 2.267 -0.216
H -0.878 -0.626 1.394
H -1.913 0.670 0.649
H 2.196 -1.673 -0.198
H 3.149 -0.247 0.052
H 0.113 1.804 0.209
H -3.329 -1.513 0.339
H -1.796 -1.989 -0.315
H -2.584 -0.878 -1.143
H 2.137 2.792 -1.096
*
```

## Properties
ΔE to the lowest compared entry with this formula, charge and spin in kcal per mole: 129.8
Largest force on an atom in hartree/bohr: 0.09027
HOMO energy (alpha / beta) in eV: -18.90 / -18.78

Formula: C30H51IN4O3PSTi
Source: OMol25
Level of theory: ωB97M-V with the def2-TZVPD basis set

The geometry in ORCA input format:
```
! RIJCOSX wB97M-V def2-TZVPD def2/J DEFGRID3
* xyz 2 2
Ti 2.833 0.897 0.293
C 5.855 0.031 1.151
C 5.054 -1.268 0.985
N 3.659 -0.952 1.344
C 3.406 -0.680 2.843
C 3.728 0.743 3.306
S 3.401 2.211 2.183
C 5.112 2.935 1.904
C 5.720 2.454 0.641
N 5.207 1.073 0.287
H 6.875 -0.144 0.760
H 5.867 0.334 2.156
H 5.430 -2.089 1.597
H 5.084 -1.543 -0.113
H 2.983 -1.682 1.103
H 3.951 -1.406 3.482
H 2.338 -0.806 2.901
H 4.704 0.813 3.770
H 2.999 0.991 4.124
H 5.747 2.757 2.785
H 4.993 4.062 1.907
H 6.823 2.431 0.738
H 5.387 3.126 -0.152
H 5.559 0.912 -0.675
C -0.606 0.108 3.406
C -0.748 1.200 2.342
N -1.943 1.787 2.399
C -2.144 2.876 1.693
C -1.267 3.379 0.700
C -1.576 4.653 -0.023
O -1.641 4.404 -1.448
C -0.176 2.599 0.406
C 0.742 2.848 -0.671
N 1.897 2.178 -0.898
C 2.895 2.329 -1.858
C 3.394 3.554 -2.316
C 4.267 3.426 -3.436
C 4.806 2.216 -3.858
C 4.565 1.038 -3.140
C 3.522 1.100 -2.222
I 2.329 -0.870 -1.837
C 0.099 1.430 1.190
O 1.133 0.660 0.927
H -1.171 0.554 4.268
H 0.407 -0.200 3.734
H -1.127 -0.759 3.032
H -3.042 3.468 1.938
H -0.819 5.419 0.163
H -2.532 5.018 0.358
H -1.584 5.240 -1.905
H 0.537 3.712 -1.278
H 3.122 4.517 -1.902
H 4.494 4.391 -3.939
H 5.462 2.146 -4.699
H 5.038 0.041 -3.286
C -2.040 -7.629 0.001
C -0.798 -6.932 -0.382
P -0.980 -5.087 -0.825
C -2.488 -5.183 -1.898
C -2.414 -3.953 -2.780
C -1.762 -4.414 0.772
C -2.358 -3.023 0.630
H -1.821 -8.693 0.346
H -2.831 -7.658 -0.770
H -2.497 -7.243 0.896
H -0.257 -7.430 -1.186
H -0.106 -6.844 0.473
H -3.363 -5.275 -1.286
H -2.392 -6.107 -2.531
H -2.265 -4.115 -3.823
H -1.650 -3.238 -2.499
H -3.332 -3.324 -2.680
H -1.002 -4.456 1.577
H -2.476 -5.237 1.033
H -1.686 -2.344 0.089
H -2.498 -2.581 1.623
H -3.251 -2.993 0.026
C -7.832 0.139 0.362
C -7.236 0.605 -0.947
O -6.121 1.409 -0.612
C -5.554 2.112 -1.729
C -5.125 3.534 -1.451
H -7.079 -0.183 1.050
H -8.638 -0.603 0.334
H -8.269 1.039 0.890
H -8.005 1.209 -1.471
H -6.891 -0.287 -1.487
H -6.216 2.096 -2.606
H -4.686 1.492 -1.981
H -6.006 4.150 -1.286
H -4.697 3.848 -2.418
H -4.425 3.535 -0.613
*
```

## Properties
ΔE to the lowest compared entry with this formula, charge and spin in kcal per mole: 0.0
Largest force on an atom in hartree/bohr: 0.07251
HOMO energy (alpha / beta) in eV: -11.75 / -11.75

Formula: C3H14NO4
Source: OMol25
Level of theory: ωB97M-V with the def2-TZVPD basis set

The geometry in ORCA input format:
```
! RIJCOSX wB97M-V def2-TZVPD def2/J DEFGRID3
* xyz -1 1
C 0.360 1.047 -1.178
O 0.026 1.498 0.106
C -0.660 -0.150 -1.662
C 0.017 -1.517 -1.192
N -2.045 -0.264 -1.121
H 1.317 0.444 -1.097
H 0.282 1.806 -2.113
H -0.831 -0.074 -2.721
H -0.558 -2.357 -1.725
H 1.004 -1.528 -1.268
H -0.045 -1.568 -0.012
H -2.138 -0.877 -0.325
H -2.309 0.515 -0.627
H 1.120 1.804 1.990
H -0.016 2.663 1.838
O 0.830 2.653 2.050
H 0.802 -1.491 1.198
H 2.216 -0.885 1.467
O 1.791 -1.696 1.275
H -0.174 0.669 0.798
H -0.718 -0.273 2.558
O -0.270 -0.419 1.762
*
```

## Properties
ΔE to the lowest compared entry with this formula, charge and spin in kcal per mole: 75.0
Largest force on an atom in hartree/bohr: 0.15008
HOMO energy in eV: -4.79

Formula: C3H3N3O
Source: OMol25
Level of theory: ωB97M-V with the def2-TZVPD basis set

The geometry in ORCA input format:
```
! RIJCOSX wB97M-V def2-TZVPD def2/J DEFGRID3
* xyz 0 1
N -1.535 1.331 -0.557
C -0.524 0.684 -0.806
N 0.492 0.287 -1.469
N 1.465 0.278 -0.521
O -0.279 -2.069 -0.093
C 0.075 -1.314 0.770
C 0.818 -0.016 0.599
H -1.755 2.022 -1.277
H 0.013 -1.590 1.825
H 1.230 0.386 1.529
*
```

## Properties
ΔE to the lowest compared entry with this formula, charge and spin in kcal per mole: 110.9
Largest force on an atom in hartree/bohr: 0.04290
Structure (SMILES): N=C=N/N=C\C=O
HOMO energy in eV: -9.84

Formula: C35H29Cl3HfN5O6
Source: OMol25
Level of theory: ωB97M-V with the def2-TZVPD basis set

The geometry in ORCA input format:
```
! RIJCOSX wB97M-V def2-TZVPD def2/J DEFGRID3
* xyz 1 1
Hf -0.532 0.445 -0.413
Cl 0.504 -5.651 -3.644
C 0.342 -3.958 -3.423
C 0.203 -3.632 -2.085
C -0.481 -2.452 -1.774
N -0.784 -1.964 -0.476
C -1.570 -2.572 0.385
O -2.038 -1.948 1.471
C -1.971 -4.039 0.460
C -2.808 -4.581 1.494
C -3.073 -5.915 1.414
C -2.756 -6.748 0.312
C -2.010 -6.101 -0.666
N -1.678 -4.806 -0.588
C -0.728 -1.501 -2.827
C -0.325 -1.749 -4.126
C 0.247 -3.017 -4.464
Cl 0.652 -3.390 -6.076
N -1.252 -0.340 -2.381
C -2.377 0.146 -2.973
O -2.809 -0.050 -4.130
C -3.170 0.962 -2.056
C -4.256 1.731 -2.492
C -5.110 2.323 -1.520
C -4.729 2.139 -0.176
C -3.619 1.379 0.185
N -2.782 0.920 -0.752
H 0.413 -4.395 -1.291
H -3.044 -3.970 2.345
H -3.656 -6.333 2.218
H -3.113 -7.766 0.112
H -1.584 -6.604 -1.530
H -0.414 -0.949 -4.834
H -4.434 1.756 -3.556
H -5.965 2.961 -1.744
H -5.386 2.403 0.649
H -3.308 1.251 1.228
O -0.575 0.031 1.543
C -0.254 0.424 2.860
C 1.165 0.152 3.296
C 2.087 0.562 2.124
C 2.063 -0.439 0.965
C 2.339 -1.779 1.187
C 2.681 -2.555 0.060
C 2.726 -1.966 -1.217
C 2.162 -0.712 -1.388
N 1.736 0.022 -0.285
H -1.438 -1.021 1.614
H -0.791 -0.164 3.642
H -0.515 1.518 3.100
H 1.286 -0.888 3.533
H 1.360 0.796 4.161
H 3.102 0.618 2.513
H 1.847 1.593 1.768
H 2.445 -2.254 2.192
H 2.872 -3.621 0.146
H 3.079 -2.461 -2.113
H 1.944 -0.278 -2.343
C 4.472 3.656 0.136
C 3.582 4.185 1.211
C 4.046 4.326 2.526
C 3.200 4.968 3.461
Cl 3.823 5.502 4.963
C 1.833 5.155 3.172
C 1.359 4.841 1.876
C 2.259 4.540 0.860
O 1.987 4.466 -0.487
C 0.582 4.384 -0.905
C 0.095 2.923 -0.749
O 0.253 2.128 -1.708
O -0.451 2.521 0.299
H 5.434 3.511 0.583
H 4.591 4.337 -0.731
H 4.104 2.700 -0.195
H 5.038 4.102 2.842
H 1.111 5.601 3.899
H 0.292 4.969 1.620
H 0.563 4.581 -1.949
H -0.091 5.041 -0.356
*
```

## Properties
ΔE to the lowest compared entry with this formula, charge and spin in kcal per mole: 0.0
Largest force on an atom in hartree/bohr: 0.06021
HOMO energy in eV: -10.45

Formula: C20H27N3O4
Source: OMol25
Level of theory: ωB97M-V with the def2-TZVPD basis set

The geometry in ORCA input format:
```
! RIJCOSX wB97M-V def2-TZVPD def2/J DEFGRID3
* xyz 0 1
C 1.280 1.682 1.636
H 1.866 0.890 1.176
H 0.335 1.262 1.971
H 1.817 2.035 2.513
C 1.070 2.839 0.650
C 0.154 3.886 1.288
H 0.555 4.187 2.253
H -0.848 3.495 1.449
H 0.081 4.772 0.662
C 2.440 3.477 0.390
H 2.361 4.342 -0.263
H 2.882 3.807 1.327
H 3.114 2.759 -0.072
C 0.498 2.288 -0.681
C -0.708 1.353 -0.474
C -1.618 1.298 -1.707
H -2.214 0.383 -1.703
H -2.318 2.135 -1.692
C -0.809 1.391 -3.006
C 0.146 0.216 -3.116
O 1.339 0.274 -3.223
O -0.541 -0.948 -3.108
C 0.209 -2.152 -3.188
H 1.226 -1.937 -3.534
H -0.287 -2.802 -3.915
C 0.307 -2.901 -1.852
O 1.047 -3.850 -1.730
N -0.510 -2.392 -0.901
C -0.666 -2.781 0.435
C 0.066 -3.834 0.981
C -0.158 -4.133 2.308
C -1.082 -3.411 3.087
C -1.803 -2.368 2.542
C -1.583 -2.065 1.208
H -2.137 -1.256 0.755
H -2.514 -1.808 3.127
N -1.057 -3.968 4.348
C -0.156 -5.013 4.396
O 0.101 -5.708 5.347
N 0.385 -5.094 3.129
H 1.079 -5.772 2.865
H -1.606 -3.677 5.138
H 0.771 -4.382 0.381
H -1.090 -1.615 -1.194
C -0.064 2.732 -3.076
C 0.106 3.367 -1.693
H 0.873 4.136 -1.760
H -0.822 3.849 -1.381
H 0.921 2.554 -3.510
H -0.600 3.421 -3.730
H -1.497 1.291 -3.852
H -0.338 0.354 -0.238
H -1.307 1.688 0.374
H 1.302 1.703 -1.139
*
```

## Properties
ΔE to the lowest compared entry with this formula, charge and spin in kcal per mole: 0.0
Largest force on an atom in hartree/bohr: 0.01525
Structure (SMILES): CC(C)(C)[C@H]1CC[C@H](C(=O)OCC(=O)Nc2ccc3[nH]c(=O)[nH]c3c2)CC1
HOMO energy in eV: -7.94

Formula: C3H7NO3S
Source: OMol25
Level of theory: ωB97M-V with the def2-TZVPD basis set

The geometry in ORCA input format:
```
! RIJCOSX wB97M-V def2-TZVPD def2/J DEFGRID3
* xyz 0 1
C -0.543 0.010 -0.856
C -0.522 -0.601 0.549
C -0.740 -1.999 0.865
N -0.434 0.349 1.432
O 2.122 1.211 -1.590
O 0.867 3.371 0.057
O -0.379 1.403 -0.865
S 0.885 1.955 0.055
H 0.139 -0.440 -1.451
H -1.527 -0.103 -1.354
H -1.257 -2.111 1.736
H 0.337 -2.400 0.971
H -1.059 -2.615 -0.108
H 2.776 1.835 -1.869
H -0.666 0.136 2.428
*
```

## Properties
ΔE to the lowest compared entry with this formula, charge and spin in kcal per mole: 75.6
Largest force on an atom in hartree/bohr: 0.12454
HOMO energy (alpha / beta) in eV: -9.16 / -9.16

Formula: C14H7Br2Cl2N3O
Source: OMol25
Level of theory: ωB97M-V with the def2-TZVPD basis set

The geometry in ORCA input format:
```
! RIJCOSX wB97M-V def2-TZVPD def2/J DEFGRID3
* xyz 0 1
Cl -0.510 -5.730 -2.338
Cl 1.906 -4.737 -0.639
Br 4.698 2.054 3.841
Br 1.095 6.522 3.188
N -0.826 2.026 0.281
N 0.751 0.438 0.459
O -0.377 4.468 1.468
C 0.380 1.741 0.721
C -0.266 -0.072 -0.188
C -1.452 -3.141 -2.078
C 2.762 4.184 3.345
C -1.419 -1.823 -1.566
C 0.684 -2.350 -0.494
C 2.415 2.103 2.142
C -0.491 -4.099 -1.723
C 0.598 -3.652 -0.968
C 3.117 2.840 3.049
C 1.604 4.731 2.779
C 0.818 3.955 1.898
C -0.346 -1.422 -0.746
C 1.229 2.638 1.533
N -1.246 0.873 -0.254
H -0.878 3.789 0.959
H -2.320 -3.404 -2.693
H 3.378 4.797 4.021
H -2.145 -1.076 -1.927
H 1.638 -2.070 0.003
H 2.703 1.049 1.979
H -2.152 0.715 -0.708
*
```

## Properties
ΔE to the lowest compared entry with this formula, charge and spin in kcal per mole: 0.0
Largest force on an atom in hartree/bohr: 0.03573
Structure (SMILES): Oc1c(Br)cc(Br)cc1-c1n[nH]c(-c2ccc(Cl)c(Cl)c2)n1
HOMO energy in eV: -8.61

Formula: C4H14N3O
Source: OMol25
Level of theory: ωB97M-V with the def2-TZVPD basis set

The geometry in ORCA input format:
```
! RIJCOSX wB97M-V def2-TZVPD def2/J DEFGRID3
* xyz 1 1
C -2.396 -0.347 -0.124
C -2.711 0.992 -0.689
O -1.022 -0.668 -0.233
H -2.612 -0.416 1.023
H -3.002 -1.122 -0.617
H -3.816 0.948 -0.744
H -0.711 -0.858 -1.191
H -2.348 1.011 -1.736
H -2.564 1.913 -0.151
C 2.301 -0.382 -1.229
C 1.394 0.005 0.938
N 1.934 0.446 -0.150
N 0.894 -1.288 1.071
N 1.115 1.030 1.845
H 2.172 1.470 -0.310
H 0.300 -1.680 0.314
H 1.089 -1.782 1.887
H 1.836 1.866 1.957
H 0.556 0.730 2.712
H 3.444 -0.249 -1.378
H 1.922 -0.154 -2.193
H 2.225 -1.465 -1.002
*
```

## Properties
ΔE to the lowest compared entry with this formula, charge and spin in kcal per mole: 60.7
Largest force on an atom in hartree/bohr: 0.09034
HOMO energy in eV: -14.10

Formula: C48H84N12
Source: OMol25
Level of theory: ωB97M-V with the def2-TZVPD basis set

The geometry in ORCA input format:
```
! RIJCOSX wB97M-V def2-TZVPD def2/J DEFGRID3
* xyz 0 1
C 8.532 -0.896 -1.348
C 7.480 -1.913 -0.898
C 6.101 -1.774 -1.463
C 6.023 -1.982 -2.965
N 5.978 -2.280 -4.067
H 9.587 -1.190 -0.996
H 8.352 0.139 -0.966
H 8.491 -0.878 -2.450
H 7.461 -2.053 0.161
H 7.790 -2.797 -1.353
H 5.697 -0.822 -1.197
H 5.348 -2.435 -0.974
C 1.619 4.101 2.486
C 3.148 4.350 2.351
C 3.651 5.541 3.262
C 3.550 5.193 4.687
N 3.556 4.701 5.738
H 1.053 4.960 2.171
H 1.486 3.792 3.535
H 1.252 3.234 1.905
H 3.237 4.638 1.310
H 3.766 3.448 2.537
H 2.992 6.343 3.056
H 4.659 5.816 3.138
C -3.557 5.297 3.366
C -3.035 4.177 4.282
C -2.181 3.223 3.396
C -3.047 2.443 2.462
N -3.622 1.816 1.719
H -4.339 5.866 3.797
H -4.027 5.041 2.388
H -2.835 6.107 3.121
H -3.869 3.633 4.737
H -2.415 4.518 5.132
H -1.597 2.518 3.923
H -1.506 3.799 2.813
C 2.349 0.711 -5.547
C 3.736 0.869 -4.969
C 3.795 0.305 -3.549
C 3.072 0.957 -2.515
N 2.642 1.469 -1.570
H 2.313 1.099 -6.522
H 1.627 1.309 -4.973
H 1.998 -0.315 -5.555
H 3.967 1.935 -5.029
H 4.517 0.426 -5.593
H 4.798 0.494 -3.193
H 3.750 -0.780 -3.587
C -4.849 -5.987 -1.483
C -5.620 -5.034 -0.749
C -5.897 -3.676 -1.409
C -4.654 -2.946 -1.598
N -3.648 -2.419 -1.736
H -3.803 -5.692 -1.516
H -5.199 -6.167 -2.507
H -4.962 -7.003 -0.944
H -5.123 -4.794 0.194
H -6.628 -5.335 -0.535
H -6.555 -3.020 -0.761
H -6.384 -3.835 -2.348
C 1.365 -6.801 0.834
C 1.953 -6.425 2.211
C 2.358 -4.943 2.197
C 1.190 -4.061 2.170
N 0.230 -3.435 2.332
H 1.964 -6.213 0.130
H 0.303 -6.535 0.761
H 1.484 -7.845 0.527
H 2.822 -7.088 2.479
H 1.270 -6.521 3.034
H 2.939 -4.784 1.285
H 2.907 -4.644 3.046
C -1.207 4.000 -0.183
C -0.013 3.613 -1.056
C 0.617 4.894 -1.680
C 1.126 5.799 -0.633
N 1.568 6.504 0.138
H -2.025 4.480 -0.695
H -0.860 4.587 0.679
H -1.658 3.120 0.251
H -0.336 3.047 -1.913
H 0.676 3.071 -0.483
H -0.169 5.371 -2.327
H 1.506 4.615 -2.280
C -1.131 -1.706 -5.136
C -1.272 -0.292 -4.675
C -2.092 0.626 -5.618
C -1.359 1.074 -6.832
N -0.756 1.416 -7.752
H -0.788 -1.717 -6.219
H -2.044 -2.253 -5.034
H -0.291 -2.148 -4.606
H -0.245 0.200 -4.581
H -1.687 -0.289 -3.677
H -2.269 1.586 -5.096
H -3.154 0.353 -5.979
C 4.039 -0.125 4.542
C 2.918 -0.802 3.723
C 3.197 -0.980 2.206
C 4.435 -1.756 1.946
N 5.374 -2.313 1.596
H 3.972 -0.416 5.588
H 3.884 0.969 4.532
H 5.054 -0.434 4.302
H 2.051 -0.117 3.827
H 2.538 -1.751 4.211
H 3.260 0.034 1.828
H 2.275 -1.410 1.763
C -1.043 0.129 0.662
C 0.343 -0.484 0.441
C 0.414 -1.570 -0.623
C 1.843 -1.923 -0.788
N 2.983 -2.117 -0.892
H -1.043 0.971 1.312
H -1.683 -0.654 1.067
H -1.604 0.413 -0.203
H 0.643 -0.845 1.416
H 1.027 0.310 0.223
H -0.010 -1.158 -1.585
H -0.217 -2.408 -0.305
C -4.917 -1.845 2.245
C -3.567 -2.488 2.638
C -2.861 -1.643 3.689
C -3.599 -1.538 4.938
N -4.171 -1.492 5.926
H -5.603 -1.692 3.060
H -5.447 -2.435 1.481
H -4.756 -0.783 1.781
H -2.872 -2.589 1.874
H -3.730 -3.511 3.053
H -2.841 -0.596 3.449
H -1.807 -1.991 3.890
C -5.257 0.515 -0.880
C -5.855 1.884 -0.969
C -4.830 3.052 -1.263
C -4.142 2.795 -2.503
N -3.498 2.542 -3.414
H -6.021 -0.199 -0.562
H -4.435 0.485 -0.225
H -4.901 0.017 -1.782
H -6.447 2.132 -0.107
H -6.704 1.867 -1.758
H -4.087 2.977 -0.458
H -5.242 4.075 -1.310
*
```

## Properties
ΔE to the lowest compared entry with this formula, charge and spin in kcal per mole: 74.2
Largest force on an atom in hartree/bohr: 0.07238
Structure (SMILES): CCCC#N.CCCC#N.CCCC#N.CCCC#N.CCCC#N.CCCC#N.CCCC#N.CCCC#N.CCCC#N.CCCC#N.CCCC#N.CCCC#N
HOMO energy in eV: -10.93